Entry 1:
ORCA calculation (the ωB97M-V functional and the def2-TZVPD basis) on C10H20IrN2Si as an isolated structure at a distorted geometry.

The geometry in XYZ format:
```
34
Properties=species:S:1:pos:R:3:forces:R:3
Ir 0.04902 0.19771 -1.78012 0.96 -0.36 1.58
C 0.11830 0.75541 -3.66219 0.20 1.44 -3.55
H 1.05396 1.17672 -4.04895 -0.27 0.11 -0.04
H 0.22949 -0.34367 -3.47623 0.46 -0.99 -1.53
H -0.74824 0.88132 -4.32864 0.40 0.09 0.21
H -0.29660 1.50671 -2.57673 -0.26 1.98 -1.60
H -1.36702 1.03074 -1.77691 -1.99 0.52 0.43
C -0.46626 -3.36014 -2.11470 0.02 -0.40 0.34
C -0.08655 -2.76620 -0.79996 -0.07 1.02 -0.79
C 0.12156 -3.53222 0.35633 0.10 -0.58 0.44
C 0.39863 -2.92007 1.57197 0.15 0.62 0.62
C 0.44304 -1.51965 1.67028 -0.03 -0.69 0.38
C 0.26689 -0.79774 0.47301 0.07 0.59 0.92
N 0.05341 -1.43483 -0.70437 -0.54 -3.79 0.57
N 0.27475 0.50567 0.21447 0.61 -0.51 1.55
Si 0.10705 1.86419 1.36295 -0.15 1.79 1.43
C -1.48425 1.55402 2.29704 -0.06 -0.42 -0.23
C 1.60186 1.83955 2.47373 0.13 -0.23 -0.14
C -0.00838 3.48930 0.45159 0.18 -0.46 -0.39
H -1.43909 -2.98944 -2.45706 0.11 0.02 0.12
H 0.27753 -3.13598 -2.88545 0.03 0.05 0.08
H -0.53184 -4.44647 -2.00277 -0.02 0.21 -0.21
H 0.05705 -4.61603 0.25326 0.04 0.28 0.23
H 0.58284 -3.51410 2.46776 -0.13 0.08 -0.27
H 0.61558 -0.96872 2.59550 0.01 -0.40 -0.19
H -1.47477 0.58939 2.82449 -0.08 0.22 -0.04
H -1.63567 2.34588 3.04541 0.11 -0.18 -0.23
H -2.34509 1.56111 1.61200 0.16 0.02 0.23
H 2.50476 2.11051 1.90856 -0.16 -0.07 0.21
H 1.46420 2.57932 3.27551 0.02 -0.18 -0.20
H 1.76681 0.85878 2.93956 0.07 0.29 0.01
H 0.95283 3.76456 -0.00164 -0.19 0.04 0.09
H -0.76715 3.45330 -0.34053 0.05 0.16 0.16
H -0.28863 4.28108 1.16282 0.06 -0.28 -0.18
```
Positions in Å, forces in eV/Å.

Multiplicity: 6
LUMO level (alpha / beta) (eV): -7.6 / -11.8
Charge: +2

Entry 2:
ORCA calculation (the ωB97M-V functional and the def2-TZVPD basis) on a single C23H29N3O4S molecule at a distorted geometry.

The geometry in XYZ format:
```
60
Properties=species:S:1:pos:R:3:forces:R:3
C 3.97691 2.11701 1.40320 -0.06 0.04 0.42
N 4.48265 1.46433 0.21263 0.99 -0.27 0.13
S 6.04851 0.81390 0.40190 -0.08 -0.56 -0.04
O 6.85863 1.23171 -0.69751 -0.23 0.08 -0.26
O 6.49039 1.05761 1.73819 -0.29 0.05 0.18
N 5.87399 -0.82439 0.25872 0.49 0.83 0.13
C 5.23992 -1.52849 1.34619 -0.31 0.00 0.49
C 3.72188 -1.61423 1.17231 -0.05 -0.27 -0.17
H 3.29205 -2.24252 1.95454 -0.01 0.01 0.02
H 3.29573 -0.61809 1.26031 -0.05 -0.01 0.05
C 3.40574 -2.22420 -0.19899 0.43 0.27 0.08
C 4.08325 -1.43563 -1.32648 -0.09 -0.29 0.11
C 5.58666 -1.35571 -1.05124 -0.16 0.08 -0.55
H 6.03283 -2.35455 -1.11345 0.03 0.08 0.00
H 6.08527 -0.70365 -1.76788 -0.01 -0.25 -0.15
H 3.90513 -1.94071 -2.27750 -0.01 0.02 -0.02
H 3.67752 -0.42936 -1.39249 -0.03 0.00 -0.06
O 2.02434 -2.46646 -0.41586 -0.28 0.00 -0.04
C 1.07573 -1.49605 -0.48860 -0.31 -0.09 -0.06
C 1.25183 -0.12088 -0.36036 0.25 -0.12 0.03
C 0.16330 0.72412 -0.46321 -0.33 -0.02 -0.04
C -1.12159 0.24060 -0.67760 0.34 0.02 -0.05
C -1.29464 -1.13496 -0.81891 0.08 0.17 0.05
C -0.21449 -1.98371 -0.72799 0.22 -0.08 0.05
H -0.33683 -3.04926 -0.84375 -0.01 -0.12 -0.02
H -2.26796 -1.55325 -1.03190 -0.09 -0.04 -0.02
C -2.22596 1.23518 -0.78142 -0.06 -0.13 0.04
O -2.03109 2.38688 -1.12552 0.14 0.24 -0.03
N -3.45428 0.77072 -0.45305 -0.23 -0.26 0.07
H -3.56321 -0.16796 -0.10479 0.15 0.01 0.02
C -4.64299 1.59103 -0.48706 0.05 0.27 -0.14
H -4.32356 2.56394 -0.86654 -0.08 -0.17 0.07
C -5.72193 0.92814 -1.36689 -0.02 0.12 -0.09
C -6.52691 0.12582 -0.38756 0.06 0.01 0.16
C -7.41761 -0.89987 -0.63071 -0.05 -0.05 0.04
C -8.05629 -1.49968 0.44620 -0.08 -0.08 -0.12
C -7.80578 -1.07556 1.74013 -0.02 0.01 0.16
C -6.91118 -0.04256 1.98494 -0.06 -0.06 0.01
C -6.27476 0.55264 0.91482 0.00 -0.09 -0.15
C -5.28004 1.67559 0.91485 0.03 0.15 0.01
H -4.53213 1.58530 1.70325 0.02 0.08 -0.01
H -5.79231 2.63179 1.04348 0.01 0.06 0.02
H -6.71636 0.28681 2.99517 0.02 0.02 0.11
H -8.30959 -1.55346 2.56729 -0.04 -0.05 0.06
H -8.75392 -2.30563 0.27251 -0.06 -0.07 0.00
H -7.61406 -1.23229 -1.63965 -0.02 -0.05 -0.10
H -5.27996 0.32121 -2.15763 0.01 0.07 -0.04
H -6.35040 1.68824 -1.83648 -0.01 0.03 -0.05
H 0.29530 1.79258 -0.37662 0.02 0.09 -0.01
H 2.22157 0.31153 -0.18630 0.16 0.01 0.03
H 3.81634 -3.24471 -0.21223 0.00 0.19 0.01
H 5.66988 -2.53535 1.39032 0.03 0.08 0.01
H 5.50328 -0.99404 2.25856 -0.05 -0.27 0.10
C 4.32942 2.27377 -0.97965 0.06 0.10 -0.40
H 4.83217 1.77459 -1.80256 -0.14 0.13 -0.17
H 3.26730 2.38202 -1.20517 0.00 -0.03 0.01
H 4.77214 3.26757 -0.85650 -0.02 0.01 -0.04
H 4.22582 1.50438 2.26462 -0.19 0.11 0.14
H 2.89365 2.22018 1.32162 0.00 -0.03 -0.02
H 4.42067 3.10801 1.54428 -0.04 0.01 0.03
```
Positions in Å, forces in eV/Å.

Energy above the lowest of the compared OMol25 structures with the same formula, charge and spin (eV): 1.576
Multiplicity: 1
LUMO level (eV): 0.6
SMILES: CN(C)S(=O)(=O)N1CCC(Oc2ccc(C(=O)NC3Cc4ccccc4C3)cc2)CC1
Charge: 0

Sequential E_tot output: -24367.2733, -47817.6441 eV